(1)
66
Properties=species:S:1:pos:R:3:mulliken_charge:R:1 method="wB97M-V/def2-TZVPD" homo_lumo_gap_ev=7.100 charge=+2 e_lumo_ev=-6.78
Pd -0.25543 -1.31876 -0.28542 0.77
C 2.22351 -0.52251 -2.00004 -1.17
N 1.45743 0.29696 -1.03063 0.62
C 2.35519 0.98810 -0.08481 -0.81
P 0.09191 1.02123 -1.68893 0.26
O -0.93543 -0.08489 -1.82305 -0.64
O -0.33157 2.07442 -0.57861 0.20
P -0.96775 1.74953 0.90886 -0.25
O -0.46244 0.42525 1.36923 -0.25
N -2.58551 1.75446 0.78357 0.46
C -3.28363 2.98396 0.41096 -0.98
C -3.35489 0.52652 0.60618 -0.83
N -0.42583 3.04056 1.72570 0.46
C 0.04729 4.31057 1.17700 -0.90
C -0.78444 3.09512 3.14861 -1.10
N 0.34396 1.80615 -3.06401 0.41
C -0.58553 1.72772 -4.19914 -0.86
C 1.27442 2.93979 -3.08272 -0.96
H 2.90477 0.10242 -2.58103 0.35
H 1.54722 -1.04028 -2.67852 0.34
H 2.80533 -1.25858 -1.44645 0.35
H 3.13186 1.53471 -0.62388 0.37
H 2.82968 0.23590 0.54534 0.19
H 1.80208 1.66768 0.55450 0.08
H -2.68200 3.85511 0.66424 0.24
H -4.22204 3.04862 0.96081 0.33
H -3.50226 3.00791 -0.65968 0.33
H -2.81115 -0.31383 1.03158 0.18
H -3.56299 0.33542 -0.45135 0.24
H -4.30314 0.62480 1.13440 0.40
H 0.26802 4.21939 0.11907 0.19
H 0.95625 4.61039 1.69998 0.32
H -0.70045 5.09506 1.31729 0.42
H -1.10148 2.11346 3.49787 0.33
H -1.59308 3.80892 3.31947 0.30
H 0.08677 3.40089 3.72753 0.38
H -1.21348 0.84660 -4.10518 0.26
H -0.00903 1.65484 -5.12030 0.29
H -1.21452 2.61809 -4.24137 0.33
H 1.96985 2.88017 -2.24516 0.22
H 0.73482 3.88652 -3.02311 0.32
H 1.84942 2.91455 -4.00733 0.37
Br 5.62141 -1.48215 4.06056 -0.10
C 4.04093 -1.83852 3.11254 0.04
C 2.88011 -1.14059 3.42599 -0.63
C 1.71339 -1.38691 2.72370 -0.22
C 1.72049 -2.35159 1.72349 -0.08
C 2.87818 -3.05737 1.41022 -0.03
C 4.04532 -2.79729 2.10802 -0.75
N 0.52916 -2.62338 0.98207 -0.01
C 0.04016 -3.80376 0.92415 -0.21
C -1.04809 -4.03002 -0.01643 0.42
C -1.71762 -5.22293 -0.18154 -0.90
C -2.73190 -5.28777 -1.13356 -0.26
C -3.02978 -4.16435 -1.88066 -0.90
C -2.31128 -2.99297 -1.66656 -0.16
N -1.34713 -2.93805 -0.75702 -0.14
H 2.89104 -0.40995 4.22265 0.47
H 0.80661 -0.84782 2.94873 0.40
H 2.87293 -3.79407 0.61582 0.53
H 4.95327 -3.33516 1.87436 0.46
H 0.44257 -4.60455 1.53799 0.52
H -1.45332 -6.08250 0.41908 0.49
H -3.27801 -6.20873 -1.28478 0.46
H -3.81095 -4.17816 -2.62698 0.44
H -2.49920 -2.08434 -2.22330 0.62

=====

(2)
15
Properties=species:S:1:pos:R:3:mulliken_charge:R:1 method="wB97M-V/def2-TZVPD" homo_lumo_gap_ev="6.640 / 6.689" charge=+2 e_lumo_ev="-11.37 / -11.39"
C -0.52067 -0.39119 0.04662 -0.33
C -1.02166 0.52577 -0.97406 1.18
C 1.50920 0.84633 0.44333 0.51
C -2.08124 0.05927 -1.79210 -0.77
C 1.13850 -1.06805 1.78733 -0.87
N -0.28417 1.56229 -1.18931 -0.53
N 0.63526 -0.08985 0.69607 -0.04
Br 2.82158 1.81988 0.82981 0.47
H -0.85165 -1.40615 0.31442 0.31
H -2.53574 0.58818 -2.56641 0.34
H -2.26143 -0.95986 -1.75408 0.30
H 2.23673 -1.29376 1.68479 0.43
H 0.61356 -2.02287 1.51048 0.29
H 1.06313 -0.55649 2.78547 0.39
H -0.46139 2.38650 -1.82235 0.32

=====

(3)
24
Properties=species:S:1:pos:R:3:mulliken_charge:R:1 method="wB97M-V/def2-TZVPD" homo_lumo_gap_ev=10.829 charge=+1 e_lumo_ev=-2.60
C 1.40722 -0.32075 0.36263 0.53
C -0.93634 -0.44171 0.36797 0.56
C 2.38549 -0.86456 -0.61594 -0.93
C 2.32699 1.27939 1.75879 -0.99
C -1.60688 -1.45005 -1.66973 -1.01
C -3.31755 -0.26626 -0.48463 -1.06
N 1.28871 0.38825 1.33216 -0.34
N -1.93439 -0.69377 -0.48080 0.09
N -1.03070 0.15892 1.53110 -0.30
O 0.21343 -0.93522 -0.06391 -0.30
H 1.91245 -1.47333 -1.46966 0.27
H 3.16633 -0.08313 -0.93745 0.34
H 3.02937 -1.55361 -0.01583 0.32
H 1.89717 1.79919 2.66716 0.30
H 3.24086 0.79356 2.07516 0.33
H 2.48132 2.01108 0.95231 0.37
H -0.85245 -2.20755 -1.46147 0.26
H -2.48001 -1.85265 -2.07967 0.48
H -1.21985 -0.56338 -2.30500 0.33
H -3.79752 -0.90528 0.26055 0.36
H -3.45404 0.74598 -0.26873 0.42
H -3.64865 -0.42699 -1.51612 0.39
H -0.05351 0.30121 1.90067 0.41
H -1.87859 0.53364 1.95413 0.20

=====

(4)
139
Properties=species:S:1:pos:R:3:mulliken_charge:R:1 method="wB97M-V/def2-TZVPD" homo_lumo_gap_ev=8.679 e_lumo_ev=0.12
C -0.23621 -5.35414 1.45694 0.46
O -0.97339 -4.40469 1.23548 -0.47
N 1.10664 -5.36626 1.20757 -0.33
N -0.62961 -6.41521 2.21269 -0.42
H 1.60435 -4.60039 0.79153 0.20
H 1.68980 -6.16816 1.36999 0.16
H 0.04401 -7.12011 2.44178 0.15
H -1.60410 -6.43648 2.44081 0.20
C -1.04762 1.10311 -4.37700 0.55
O -2.04576 1.70484 -4.01124 -0.79
N -1.02749 -0.11833 -4.97978 -0.32
N 0.18211 1.70246 -4.27649 -0.32
H -1.89231 -0.52633 -5.28317 0.24
H -0.16028 -0.45836 -5.35030 0.16
H 0.20158 2.53600 -3.70479 0.04
H 0.96387 1.07104 -4.31640 0.25
C -5.07710 -3.74739 2.82660 -1.55
C -4.90581 -3.75366 1.32363 0.63
C -6.10855 -3.33127 0.47808 -0.91
O -5.82171 -3.79788 -0.82939 -0.28
C -6.67644 -3.18855 -1.78474 -0.75
N -3.70270 -3.03500 0.86910 -0.17
H -4.96818 -2.73735 3.23963 0.30
H -4.26719 -4.29855 3.30949 0.32
H -6.03958 -4.13912 3.15041 0.43
H -4.83787 -4.82996 1.09322 0.16
H -6.17611 -2.23503 0.48146 0.38
H -7.03697 -3.78405 0.83817 0.48
H -7.69002 -3.08130 -1.40419 0.42
H -6.59895 -3.73881 -2.72134 0.18
H -6.26856 -2.20361 -2.04992 0.28
H -3.76089 -3.01081 -0.14936 -0.12
H -2.99528 -3.77061 0.97673 0.04
C 0.45740 1.41401 1.46109 -2.12
C 0.44381 1.48470 -0.06080 1.96
C -0.12479 0.25050 -0.71965 -0.34
O 0.59834 -0.92304 -0.31919 0.12
C 0.10165 -2.07491 -0.96139 -0.39
N -0.40879 2.65231 -0.41954 0.17
H 0.96112 0.48354 1.73057 0.15
H -0.53983 1.35352 1.89946 0.63
H 0.96242 2.29974 1.83900 0.42
H 1.43011 1.74627 -0.45408 -0.95
H 0.05672 0.17844 -1.80288 0.11
H -1.20192 0.23412 -0.53625 0.03
H 0.04967 -2.00122 -2.05596 0.28
H -0.91076 -2.26173 -0.58962 0.00
H 0.69136 -2.95449 -0.70805 0.10
H -1.31017 2.48299 0.02564 0.51
H -0.58383 2.76632 -1.41277 -0.45
C 5.62571 0.39064 7.21298 -1.52
C 4.46825 0.02415 6.29574 0.39
C 3.33674 1.01303 6.32475 -0.82
O 2.31740 0.68282 5.41546 -0.30
C 1.59342 1.80911 4.95232 -0.13
N 5.05279 -0.01843 4.89640 -0.56
H 5.99738 1.38917 6.97316 0.38
H 6.42102 -0.34571 7.16829 0.41
H 5.27828 0.54147 8.24531 0.39
H 4.06213 -0.98790 6.30719 0.23
H 3.63115 2.06197 6.18027 0.38
H 2.96436 1.00652 7.36638 0.38
H 2.25058 2.58404 4.55024 0.19
H 0.93913 2.17992 5.74756 0.34
H 0.94296 1.46284 4.15068 -0.19
H 6.06858 -0.05178 4.92673 0.29
H 4.93458 0.88784 4.44036 0.17
C -4.52553 -6.67034 -5.71992 -1.37
C -3.38775 -5.78688 -5.18856 0.48
C -3.98156 -4.55792 -4.49484 -0.75
O -2.91888 -3.69375 -4.15454 -0.32
C -3.32483 -2.71358 -3.21190 0.30
N -2.73579 -6.59313 -4.14112 -0.71
H -4.07727 -7.56719 -6.14533 0.38
H -5.01587 -6.12414 -6.53335 0.37
H -5.21912 -6.92068 -4.92469 0.32
H -2.72040 -5.42621 -5.97431 0.33
H -4.53778 -4.86558 -3.60281 0.25
H -4.69856 -4.12428 -5.20846 0.32
H -3.40001 -3.10287 -2.19210 -0.21
H -4.27083 -2.26536 -3.52011 0.33
H -2.51007 -1.98777 -3.18289 -0.21
H -2.25075 -6.09082 -3.40425 0.24
H -1.97102 -7.11555 -4.56486 0.23
C 6.85130 1.23131 -0.12958 -1.67
C 5.80787 1.04577 0.95945 0.16
C 4.46109 1.72484 0.76608 0.67
O 4.60889 3.05421 1.23626 -0.49
C 3.43726 3.86577 1.17042 0.10
N 5.74299 -0.38541 1.35329 -0.70
H 7.81279 0.91252 0.28615 0.39
H 7.05188 2.25634 -0.45738 0.36
H 6.74884 0.62030 -1.03023 0.34
H 6.25489 1.51636 1.83948 0.26
H 3.69428 1.16248 1.31937 -0.12
H 4.05725 1.74798 -0.25736 0.00
H 3.66946 4.77500 0.61112 0.19
H 3.15320 4.04933 2.20487 0.29
H 2.62936 3.39960 0.59745 -0.30
H 5.79965 -0.39402 2.36191 0.29
H 4.85827 -0.77570 1.05680 0.41
C 2.84149 3.63596 -2.61451 -1.36
C 1.87962 4.73088 -2.21675 2.07
C 2.49811 6.10646 -2.02435 -0.92
O 1.53033 7.07217 -1.79122 -0.31
C 2.03806 8.33752 -1.45266 -0.83
N 0.77328 4.81503 -3.20966 -0.57
H 3.12214 3.64798 -3.67101 0.47
H 2.39213 2.65224 -2.44992 0.06
H 3.77184 3.60501 -2.04165 0.37
H 1.41297 4.49114 -1.25413 -0.87
H 3.12404 6.34646 -2.90152 0.38
H 3.20711 6.00741 -1.18684 0.16
H 2.83141 8.30573 -0.69798 0.32
H 1.22084 8.93780 -1.06220 0.26
H 2.45625 8.80902 -2.35093 0.31
H 0.41608 5.76297 -3.11588 0.26
H 1.12354 4.78714 -4.16398 0.28
O -2.50765 5.48504 -0.54575 -0.63
H -2.74909 4.70626 -1.07558 0.38
H -1.60467 5.68373 -0.80677 0.28
O -1.75095 -1.23580 1.63102 -0.16
H -1.00154 -1.82265 1.77593 0.10
H -2.46623 -1.83050 1.30946 0.44
O -0.00474 4.95284 1.63256 -0.67
H 0.43291 5.56654 1.03644 0.30
H -0.41629 4.30174 1.04423 0.29
O -3.39009 3.42494 -2.27969 -0.64
H -4.25253 3.43294 -2.70083 0.25
H -2.86486 2.78497 -2.78693 0.48
O -2.18139 0.71815 4.13854 -0.60
H -2.53955 0.35105 3.32055 0.32
H -2.06910 -0.04347 4.71370 0.30
O 3.02166 -1.43242 0.78440 -0.80
H 2.64189 -1.13302 1.61701 0.26
H 2.25977 -1.71566 0.26033 0.25
O -3.39789 0.83519 0.95383 -0.62
H -2.58990 0.30315 1.02498 0.07
H -4.10288 0.18858 0.85918 0.30

=====

(5)
80
Properties=species:S:1:pos:R:3:mulliken_charge:R:1 method="wB97M-V/def2-TZVPD" homo_lumo_gap_ev=7.139 charge=+2 e_lumo_ev=-5.51
N -5.06948 -1.36214 3.63732 -0.51
C -4.31848 -0.41809 4.21120 -0.57
C -3.98148 0.77237 3.55264 -0.40
C -4.33939 0.93179 2.18743 0.57
C -5.24550 -0.01483 1.65786 -0.23
C -5.55809 -1.15571 2.41176 -0.60
C -3.70851 1.91063 1.33088 -0.44
Zn 0.75137 -0.00795 0.03968 1.18
P 2.80209 0.19464 -1.10162 1.07
C -3.91350 2.03492 -0.02330 -0.81
C -2.81087 2.42771 -0.88537 0.65
C -2.72058 2.05506 -2.25512 -0.63
C -1.54502 2.26901 -2.97546 -0.48
C -0.46709 2.90492 -2.34900 0.18
C -0.55916 3.35342 -1.03448 -0.53
C -1.71364 3.10616 -0.30573 -0.48
Br 1.10329 3.39512 -3.37353 -0.12
H -3.06865 2.61872 1.85973 0.40
H -4.83338 1.71037 -0.50231 0.56
H -3.41516 1.53749 4.08125 0.57
H -5.65871 0.09556 0.65996 0.29
H -3.97773 -0.60412 5.23444 0.41
H -6.21884 -1.92010 1.99536 0.36
H -3.58107 1.60286 -2.75232 0.42
H -1.76151 3.46356 0.71740 0.45
H -1.45787 1.96297 -4.01566 0.51
H 0.26881 3.88990 -0.58670 0.43
P -0.23690 -2.06743 -0.34357 0.65
C 3.34093 1.82372 -0.45449 -0.52
C 3.99184 2.77464 -1.44141 -1.13
H 4.03581 1.59127 0.36524 0.53
H 2.45962 2.28978 0.01186 0.28
H 4.19583 3.72109 -0.92827 0.44
H 4.94475 2.39940 -1.83317 0.23
H 3.31221 3.00936 -2.27046 -0.02
C 2.20632 0.30158 -2.82246 1.24
C 3.26907 0.36631 -3.91328 -1.43
H 1.57665 1.21211 -2.87430 -1.33
H 1.52482 -0.54488 -3.00785 -0.05
H 2.78122 0.57196 -4.87381 0.45
H 3.99576 1.17153 -3.74677 0.25
H 3.80771 -0.58362 -4.01428 0.35
C 4.30164 -0.85222 -1.16164 -0.57
C 5.61228 -0.09894 -1.39653 -1.39
H 4.15168 -1.60974 -1.94692 0.45
H 4.33246 -1.38854 -0.20043 0.47
H 6.43206 -0.81989 -1.49258 0.43
H 5.59405 0.48363 -2.32679 0.24
H 5.85939 0.57104 -0.56301 0.35
C 0.52725 -3.55632 0.41489 -0.89
C 2.05105 -3.65673 0.33234 -1.15
H 0.05788 -4.43032 -0.06439 0.59
H 0.22315 -3.56935 1.46967 0.28
H 2.37039 -4.61011 0.77280 0.45
H 2.41656 -3.63092 -0.69979 0.31
H 2.53704 -2.85318 0.89847 0.16
C -0.31336 -2.49607 -2.12372 -0.89
C -1.38110 -1.74143 -2.91578 -1.08
H -0.47388 -3.58380 -2.17998 0.60
H 0.68966 -2.30019 -2.53160 0.39
H -1.27500 -1.97266 -3.98250 0.44
H -2.38797 -2.04793 -2.60957 0.34
H -1.29941 -0.65279 -2.80497 0.15
C -1.97846 -2.10031 0.24001 -0.29
C -2.17666 -2.54142 1.68682 -1.20
H -2.54819 -2.74713 -0.44662 0.49
H -2.36245 -1.07477 0.10828 0.22
H -3.24518 -2.62979 1.90821 0.33
H -1.72033 -3.51651 1.88593 0.44
H -1.75712 -1.80928 2.38832 0.10
N 0.53731 0.11986 4.78159 -0.23
C 0.55677 1.32034 3.88042 -0.75
C 0.59738 0.75193 2.48636 0.82
O 0.49559 1.50771 1.45225 -0.69
O 0.73116 -0.51071 2.41409 -0.79
H -0.40796 -0.29540 4.81103 0.30
H 0.79981 0.32082 5.74419 0.40
H 1.15100 -0.61741 4.38037 0.33
H -0.34597 1.91867 4.02671 0.32
H 1.44004 1.92872 4.09476 0.34